1.
A structure of composition H2O3Si at a distorted geometry. Source: the OMol25 dataset; level of theory: wB97M-V/def2-TZVPD.

Each line ends with the Mulliken charge.
Geometry (Å):
1 O -1.78272 0.14589 -0.04154  -0.0263
2 O -0.68591 1.12030 0.09014  -0.1418
3 O -0.70805 -1.15400 0.01752  -0.1792
4 Si 0.47188 -0.02473 0.00097  0.5056
5 H 1.42456 -0.41868 -1.19199  -0.0706
6 H 1.28025 0.33122 1.12490  -0.0877

Calculated values
E_HOMO: -10.773 eV
charge: 0
LUMO energy: -1.49 eV
orbital gap: 9.28 eV

2.
A structure of composition C41H42P2ReTe at a distorted geometry. Source: the OMol25 dataset; level of theory: wB97M-V/def2-TZVPD.

Each line ends with the Löwdin spin population.
Geometry (Å):
1 Re 0.03149 0.05835 1.89366  1.7032
2 C -1.57835 0.29500 3.62100  0.0941
3 C -2.12012 -0.25604 2.43339  0.0092
4 C -3.01728 0.60779 1.58228  0.0059
5 C -2.29051 1.66542 0.73201  0.0055
6 C -0.79048 1.63222 0.83998  0.0234
7 C -0.08878 2.14221 2.00832  -0.0031
8 C -0.92330 2.74674 3.13871  0.0071
9 C -1.66986 1.74606 4.03398  0.0126
10 C 1.85351 -0.01318 0.96222  0.0684
11 H -1.47030 -0.42199 4.44263  -0.0004
12 H -2.36637 -1.32841 2.48845  0.0083
13 H -3.81178 1.05960 2.20072  -0.0015
14 H -3.54620 -0.07635 0.91069  0.0007
15 H -2.55241 1.46829 -0.31999  0.0001
16 H -2.63792 2.68331 0.96433  -0.0005
17 H -0.28555 1.72237 -0.12275  0.0077
18 H 0.84177 2.70114 1.81628  0.0100
19 H -1.62387 3.48960 2.71758  -0.0010
20 H -0.24218 3.30868 3.78963  0.0002
21 H -1.30372 1.83990 5.07578  -0.0004
22 H -2.72807 2.06252 4.10784  0.0063
23 H 2.59217 0.50161 1.60186  0.0179
24 H 1.87613 0.43789 -0.04047  0.0286
25 H 2.15896 -1.05538 0.81606  0.0135
26 P -0.52100 -1.33132 -2.45353  0.2727
27 P 1.00515 0.87761 -2.10348  0.3000
28 C -1.44343 0.16909 -2.81182  0.0261
29 C -0.67370 1.28738 -2.63158  0.0064
30 C -0.54658 -2.38656 -3.95712  0.0376
31 C -1.39944 -2.17453 -5.05188  0.0180
32 C -1.55180 -3.16159 -6.04224  0.0007
33 C -0.79612 -4.34084 -6.00470  0.0118
34 C 0.21619 -4.45261 -5.03162  -0.0014
35 C 0.36325 -3.47152 -4.04095  0.0124
36 C -1.38325 -2.34959 -1.24703  0.0499
37 C -0.71083 -2.44368 -0.01615  0.0094
38 C -1.25811 -3.19610 1.01978  0.0033
39 C -2.35501 -4.02978 0.76049  0.0014
40 C -2.96918 -3.98466 -0.49471  0.0046
41 C -2.51416 -3.12646 -1.49351  0.0108
42 C 1.98095 0.99220 -3.70819  0.0258
43 C 1.90199 -0.07541 -4.62528  0.0117
44 C 2.43236 0.04520 -5.90903  -0.0007
45 C 3.16706 1.18981 -6.26012  0.0185
46 C 3.35382 2.20574 -5.31982  -0.0005
47 C 2.75948 2.10689 -4.05513  0.0194
48 C 1.61055 2.45303 -1.37523  0.0630
49 C 2.92494 2.46067 -0.85774  0.0172
50 C 3.47708 3.63651 -0.36153  -0.0012
51 C 2.71470 4.81238 -0.33940  0.0190
52 C 1.37725 4.77293 -0.73789  0.0013
53 C 0.80888 3.59113 -1.21250  0.0240
54 H -2.47622 0.16485 -3.16066  0.0044
55 H -0.96735 2.32401 -2.80128  0.0012
56 H -1.93934 -1.22612 -5.13846  0.0012
57 H -2.26633 -3.00988 -6.85948  0.0000
58 H -0.98096 -5.14928 -6.72872  0.0005
59 H 0.87412 -5.32454 -5.03615  -0.0003
60 H 1.17837 -3.53806 -3.31610  0.0018
61 H 0.26319 -1.93630 0.09634  0.0027
62 H -0.81921 -3.16384 2.02457  0.0014
63 H -2.70667 -4.73799 1.52132  0.0000
64 H -3.82014 -4.63201 -0.69513  0.0007
65 H -2.98954 -3.07949 -2.46987  0.0003
66 H 1.36138 -0.98734 -4.35875  0.0016
67 H 2.26057 -0.74908 -6.63800  -0.0004
68 H 3.57272 1.28894 -7.26966  0.0009
69 H 3.96798 3.07899 -5.56179  -0.0001
70 H 2.90378 2.92361 -3.35001  0.0008
71 H 3.51921 1.54332 -0.87100  0.0012
72 H 4.51088 3.63852 -0.01545  -0.0004
73 H 3.16469 5.75015 -0.01290  0.0010
74 H 0.75307 5.66396 -0.68291  0.0000
75 H -0.25851 3.56363 -1.42183  0.0014
76 Te 1.40505 -0.16930 4.07032  -0.0165
77 C 0.71807 -0.61415 6.05634  0.0223
78 C 0.59433 0.37746 7.05084  -0.0003
79 C 0.22724 0.01522 8.35266  0.0009
80 C -0.01807 -1.32643 8.67937  -0.0026
81 C 0.09009 -2.30620 7.67834  0.0019
82 C 0.50250 -1.96825 6.37296  -0.0018
83 H 0.77918 1.42016 6.80955  0.0001
84 H 0.14617 0.77413 9.12697  0.0002
85 H -0.30414 -1.61958 9.69838  -0.0001
86 H -0.15251 -3.34817 7.92130  0.0003
87 H 0.62844 -2.73425 5.59667  -0.0009

Calculated values
E_HOMO (spin up / spin down): -13.168 / -13.609 eV
multiplicity: 4
expectation value of S²: 3.84
charge: +2
LUMO energy (spin up / spin down): -7.10 / -7.72 eV
orbital gap (spin up / spin down): 6.07 / 5.89 eV